{
  "formula": "C10H8O3",
  "method": "ωB97M-V/def2-TZVPD",
  "homo_lumo_gap_ev": 8.953,
  "e_above_lowest_ev": 6.885,
  "energy_ev": -16635.2698,
  "lumo_ev": 0.1,
  "elements": ["C", "C", "C", "C", "C", "C", "C", "C", "C", "C", "H", "H", "H", "H", "H", "H", "H", "H", "O", "O", "O"],
  "xyz": [[-3.46, -1.09, 0.24], [-1.62, 0.33, -0.14], [-0.68, -0.64, -0.09], [0.74, -0.17, -0.05], [1.70, -1.15, -0.11], [3.05, -0.83, -0.03], [3.39, 0.61, 0.05], [2.45, 1.57, 0.08], [0.99, 1.11, 0.11], [-1.24, 1.73, -0.05], [-4.13, -0.81, 0.88], [-2.55, -1.77, 0.93], [-4.21, -1.67, -0.65], [-1.16, -1.89, -0.27], [1.41, -2.19, -0.28], [3.41, -1.52, -0.37], [4.46, 0.95, -0.01], [2.51, 2.62, 0.08], [-3.01, 0.08, -0.23], [0.02, 2.01, -0.04], [-2.08, 2.74, -0.07]]
}